Record 1
Here is 10 unconnected molecules or ions with the total composition C36H47N9O4 in a non-equilibrium geometry from the Open Molecules 2025 dataset. Energies are from the ωB97M-V functional and the def2-TZVPD basis.

Geometry as XYZ:
```
96
Properties=species:S:1:pos:R:3
C -0.36 -0.17 -0.12
O -1.28 0.29 0.61
O 0.24 0.59 -0.86
O 0.17 -1.27 0.06
C -0.04 4.30 -1.87
C 0.30 4.59 -0.42
O 0.32 5.78 0.05
N 0.55 3.50 0.34
C 0.93 3.55 1.81
H -0.31 3.25 -1.96
H 0.83 4.63 -2.43
H -0.87 4.99 -2.04
H 0.52 2.57 -0.04
H 0.49 2.66 2.25
H 0.62 4.50 2.25
H 1.99 3.38 1.94
N 2.30 -2.79 -0.62
C 3.42 -2.38 -1.23
C 4.33 -3.42 -1.16
C 3.68 -4.65 -0.73
C 2.50 -4.12 -0.28
H 1.51 -2.22 -0.37
H 3.50 -1.38 -1.63
H 5.33 -3.28 -1.54
H 4.03 -5.67 -0.65
H 1.65 -4.62 0.16
N -2.01 1.60 3.08
C -1.97 2.89 3.40
C -2.41 3.18 4.66
C -2.96 1.94 5.09
C -2.57 0.97 4.15
H -1.73 1.30 2.16
H -1.53 3.50 2.63
H -2.62 4.15 5.09
H -3.46 1.63 5.99
H -2.77 -0.09 4.03
N -1.26 -2.52 -2.40
C -2.52 -3.05 -2.25
C -2.94 -3.78 -3.30
C -1.89 -3.74 -4.26
C -0.90 -2.90 -3.69
H -0.80 -1.84 -1.82
H -3.01 -2.85 -1.31
H -3.90 -4.28 -3.29
H -1.83 -4.16 -5.26
H -0.03 -2.53 -4.21
N 2.87 1.25 -0.01
C 3.34 2.14 -0.98
C 4.65 2.39 -0.67
C 4.93 1.68 0.54
C 3.83 0.98 0.90
H 2.01 0.72 -0.08
H 2.59 2.42 -1.71
H 5.26 3.14 -1.15
H 5.71 1.87 1.26
H 3.67 0.45 1.83
N 1.11 0.88 -3.68
C 0.91 1.97 -4.50
C 1.75 1.82 -5.65
C 2.38 0.60 -5.51
C 1.82 -0.03 -4.39
H 0.71 0.70 -2.77
H 0.32 2.83 -4.23
H 1.82 2.63 -6.36
H 3.13 0.28 -6.21
H 2.10 -1.01 -4.01
N -3.44 1.27 -0.79
C -4.38 0.65 -1.39
C -5.17 1.59 -1.99
C -4.52 2.86 -2.08
C -3.46 2.64 -1.17
H -2.72 0.97 -0.16
H -4.56 -0.39 -1.19
H -6.09 1.36 -2.50
H -5.04 3.66 -2.58
H -2.70 3.28 -0.77
N -1.68 -2.56 1.86
C -3.04 -2.36 1.85
C -3.73 -3.42 2.56
C -2.77 -4.14 3.13
C -1.50 -3.61 2.74
H -1.04 -1.91 1.43
H -3.30 -1.44 1.33
H -4.81 -3.51 2.59
H -2.97 -4.93 3.84
H -0.48 -3.93 2.90
N 1.46 -1.16 2.83
C 0.88 -1.03 4.08
C 1.80 -1.57 4.98
C 2.91 -2.08 4.25
C 2.70 -1.79 2.92
H 1.02 -1.12 1.92
H -0.16 -0.75 4.11
H 1.61 -1.62 6.04
H 3.75 -2.68 4.60
H 3.27 -2.04 2.04
```

HOMO energy (spin up / spin down): -5.369 / -5.369 eV
expectation value of S²: 0.764
multiplicity: 2
calculated total energy: -2193.67700 hartree
E_LUMO (spin up / spin down): 1.337 / -2.370 eV
net charge: -1
Kohn-Sham gap (spin up / spin down): 6.71 / 3.00 eV

***

Record 2
Here is 4 unconnected molecules or ions with the total composition C39H84BrNO2 in a non-equilibrium geometry from the Open Molecules 2025 dataset. Energies are from the ωB97M-V functional and the def2-TZVPD basis.

Geometry as XYZ:
```
127
Properties=species:S:1:pos:R:3
C 6.23 -4.36 2.08
C 4.89 -3.57 1.88
C 3.93 -4.36 0.99
C 4.25 -4.09 -0.49
C 3.74 -2.68 -0.87
C 3.76 -2.41 -2.38
C 4.68 -1.26 -2.78
C 4.35 0.09 -2.11
C 2.87 0.33 -1.83
C 2.69 1.58 -0.96
C 1.28 2.16 -1.02
C 0.25 1.19 -0.43
C -1.17 1.42 -1.03
C -2.26 1.70 0.02
C -3.26 0.55 0.18
C -4.51 0.68 -0.72
C -5.05 -0.74 -0.94
C -6.50 -0.80 -1.39
C -7.51 -0.59 -0.27
C -7.55 -1.73 0.76
O -7.21 -3.00 0.20
C -8.22 -3.66 -0.32
O -9.33 -3.65 0.07
N -7.82 -4.48 -1.46
Br -8.65 -3.88 -3.02
H 6.41 -4.58 3.12
H 7.07 -3.77 1.69
H 6.18 -5.29 1.51
H 4.45 -3.42 2.86
H 5.16 -2.60 1.47
H 2.93 -3.95 1.17
H 3.95 -5.42 1.22
H 5.33 -4.12 -0.68
H 3.75 -4.81 -1.13
H 2.74 -2.61 -0.43
H 4.37 -1.95 -0.36
H 2.74 -2.22 -2.72
H 4.10 -3.31 -2.88
H 5.69 -1.54 -2.46
H 4.73 -1.14 -3.86
H 4.69 0.90 -2.74
H 4.90 0.20 -1.17
H 2.33 0.48 -2.76
H 2.39 -0.49 -1.30
H 3.42 2.33 -1.27
H 2.95 1.36 0.08
H 1.24 3.13 -0.52
H 1.05 2.33 -2.08
H 0.25 1.37 0.65
H 0.55 0.17 -0.63
H -1.07 2.31 -1.65
H -1.41 0.59 -1.69
H -1.77 1.85 0.99
H -2.74 2.64 -0.21
H -3.61 0.55 1.21
H -2.78 -0.41 0.03
H -5.24 1.34 -0.26
H -4.15 1.11 -1.65
H -4.43 -1.18 -1.72
H -4.87 -1.34 -0.05
H -6.73 -1.70 -1.96
H -6.66 0.02 -2.11
H -8.50 -0.32 -0.63
H -7.17 0.29 0.29
H -8.49 -1.72 1.30
H -6.78 -1.51 1.50
H -8.25 -5.38 -1.27
C 0.51 -4.47 -0.12
C -0.71 -3.57 -0.02
C -1.86 -4.19 0.79
C -2.45 -5.48 0.20
C -2.98 -5.34 -1.23
C -4.13 -4.35 -1.35
H 0.28 -5.40 -0.65
H 1.31 -3.97 -0.68
H 0.90 -4.72 0.87
H -1.06 -3.30 -1.02
H -0.42 -2.64 0.47
H -2.65 -3.45 0.90
H -1.51 -4.40 1.80
H -3.26 -5.82 0.85
H -1.69 -6.27 0.22
H -3.32 -6.33 -1.57
H -2.17 -5.05 -1.91
H -4.97 -4.64 -0.71
H -4.49 -4.32 -2.38
H -3.82 -3.34 -1.08
C -0.83 6.71 -0.25
C -0.10 6.13 -1.45
C 1.37 6.54 -1.52
C 1.62 8.04 -1.68
C 0.96 8.68 -2.90
C 1.48 8.12 -4.22
H -0.86 7.80 -0.28
H -1.87 6.36 -0.23
H -0.36 6.40 0.69
H -0.62 6.41 -2.37
H -0.15 5.04 -1.39
H 1.85 6.00 -2.35
H 1.88 6.20 -0.61
H 2.70 8.21 -1.72
H 1.27 8.56 -0.78
H 1.16 9.75 -2.88
H -0.12 8.57 -2.85
H 2.56 8.26 -4.31
H 1.01 8.63 -5.06
H 1.26 7.05 -4.32
C 0.76 2.05 5.50
C 2.15 2.39 4.96
C 2.35 1.97 3.50
C 2.24 0.47 3.24
C 3.21 -0.40 4.04
C 4.68 -0.12 3.73
H 0.58 0.98 5.49
H 0.66 2.40 6.53
H -0.01 2.54 4.90
H 2.91 1.93 5.59
H 2.30 3.47 5.03
H 3.33 2.33 3.16
H 1.61 2.48 2.88
H 2.41 0.29 2.17
H 1.22 0.13 3.44
H 3.01 -1.45 3.81
H 3.03 -0.29 5.11
H 4.89 -0.27 2.67
H 5.32 -0.79 4.30
H 4.96 0.90 4.00
```

HOMO energy: -9.719 eV
energy relative to the best compared isomer or geometry (same formula, charge and spin): 0.000 eV
calculated total energy: -4315.58828 hartree
E_LUMO: 0.017 eV
SMILES: CCCCCCCCCCCCCCCCCCCCOC(=O)NBr.CCCCCC.CCCCCC.CCCCCC
Kohn-Sham gap: 9.74 eV

***

Record 3
Here is a molecular structure, C2H4IrO3 in a non-equilibrium geometry from the Open Molecules 2025 dataset. Energies are from the ωB97M-V functional and the def2-TZVPD basis.

Geometry as XYZ:
```
10
Properties=species:S:1:pos:R:3
O 0.08 1.52 -0.03
O 0.68 -1.51 -0.25
C -1.07 1.27 0.27
C -1.63 -0.12 0.21
H -1.79 2.08 0.45
H -2.48 -0.16 -0.49
H -1.98 -0.42 1.21
Ir 1.49 0.20 -0.03
O -0.64 -1.03 -0.22
H -0.52 -2.19 -0.39
```

HOMO energy (spin up / spin down): -26.827 / -28.225 eV
expectation value of S²: 6.009
multiplicity: 5
energy relative to the best compared isomer or geometry (same formula, charge and spin): 2.636 eV
calculated total energy: -406.74836 hartree
E_LUMO (spin up / spin down): -17.348 / -20.195 eV
net charge: +3
Kohn-Sham gap (spin up / spin down): 9.48 / 8.03 eV

***

Record 4
Here is a molecular structure, C26H24CeNO8 from the Open Molecules 2025 dataset. Energies are from the ωB97M-V functional and the def2-TZVPD basis.

Geometry as XYZ:
```
60
Properties=species:S:1:pos:R:3
Ce 0.11 0.54 -0.32
O -4.03 -0.33 -1.80
C -3.01 0.13 -1.32
O -1.81 -0.32 -1.47
C -3.09 1.35 -0.41
C -4.13 2.27 -0.45
C -4.03 3.40 0.35
C -2.93 3.59 1.16
C -1.94 2.61 1.17
N -2.07 1.53 0.41
C -0.63 2.73 1.95
O -0.46 3.69 2.67
O 0.19 1.77 1.68
H -4.97 2.10 -1.11
H -4.82 4.15 0.33
H -2.80 4.47 1.79
C 0.46 7.11 -0.08
O 1.75 6.59 0.20
C 1.99 5.30 -0.10
C 3.24 4.81 0.33
C 3.54 3.50 0.12
C 2.65 2.58 -0.52
C 3.10 1.22 -0.65
C 4.49 0.81 -0.25
O 2.36 0.30 -1.08
C 1.40 3.13 -1.00
O 0.49 2.40 -1.58
C 1.11 4.49 -0.77
H 0.46 8.13 0.31
H -0.30 6.52 0.44
H 0.27 7.12 -1.15
H 3.92 5.47 0.84
H 4.50 3.14 0.47
H 5.23 1.26 -0.91
H 4.56 -0.27 -0.32
H 4.73 1.11 0.77
H 0.15 4.83 -1.12
C 0.29 -7.97 -0.53
C -0.05 -6.53 -0.25
C -1.35 -6.07 -0.37
C -1.68 -4.75 -0.11
C -3.11 -4.32 -0.28
C -0.65 -3.87 0.28
C -1.04 -2.51 0.60
O -0.28 -1.59 0.89
C 0.69 -4.31 0.38
C 1.82 -3.41 0.77
C 0.95 -5.64 0.12
H -0.59 -8.54 -0.83
H 0.72 -8.44 0.36
H 1.03 -8.05 -1.32
H -2.13 -6.76 -0.68
H -3.69 -5.15 -0.69
H -3.22 -3.47 -0.96
H -3.57 -4.03 0.67
H -2.12 -2.29 0.59
H 1.94 -2.57 0.08
H 2.75 -3.98 0.77
H 1.68 -2.98 1.76
H 1.98 -5.99 0.20
```

HOMO energy (spin up / spin down): -8.277 / -8.366 eV
expectation value of S²: 0.751
multiplicity: 2
calculated total energy: -2137.18700 hartree
E_LUMO (spin up / spin down): -0.750 / -0.749 eV
Kohn-Sham gap (spin up / spin down): 7.53 / 7.62 eV

***

Record 5
Here is C3H7N2P3 in the gas phase in a non-equilibrium geometry from the Open Molecules 2025 dataset. Energies are from the ωB97M-V functional and the def2-TZVPD basis.

Geometry as XYZ:
```
15
Properties=species:S:1:pos:R:3
C -2.73 -0.01 -0.54
C -2.18 0.86 0.59
C -1.97 -0.89 -1.08
N -1.04 0.80 1.10
N -0.07 -0.05 1.04
P 1.83 -1.84 -0.02
P 1.75 1.28 -1.03
P 1.50 0.25 0.94
H -3.70 0.33 -0.68
H -2.90 1.63 1.06
H -0.84 -1.04 -0.77
H 3.27 -1.91 -0.24
H 1.87 -2.61 1.12
H 2.07 2.47 -0.50
H 3.15 0.74 -1.00
```

HOMO energy (spin up / spin down): -8.603 / -7.730 eV
energy relative to the best compared isomer or geometry (same formula, charge and spin): 5.318 eV
calculated total energy: -1251.83353 hartree
E_LUMO (spin up / spin down): -0.916 / -0.724 eV
Kohn-Sham gap (spin up / spin down): 7.69 / 7.01 eV

***

Record 6
Here is a molecular structure, C6H8N2O3 in a non-equilibrium geometry from the Open Molecules 2025 dataset. Energies are from the ωB97M-V functional and the def2-TZVPD basis.

Geometry as XYZ:
```
19
Properties=species:S:1:pos:R:3
C 2.64 -0.29 0.61
C 1.27 -0.66 -0.29
C -0.83 0.21 -0.25
C -2.00 -0.55 -0.03
C -3.00 0.50 0.03
C -1.67 1.35 -0.03
H 2.49 1.62 0.20
H 3.81 1.02 -0.92
H 3.35 -1.12 0.31
H 2.53 -0.42 1.61
H 1.69 -1.16 -1.28
H 0.69 -1.44 -0.03
H -1.35 -2.34 -0.45
H -5.19 0.89 0.60
N 3.26 0.94 0.17
N 0.39 0.44 -0.48
O -2.28 -1.90 0.03
O -4.32 0.27 0.25
O -1.50 2.63 -0.04
```

HOMO energy: -8.664 eV
energy relative to the best compared isomer or geometry (same formula, charge and spin): 7.762 eV
calculated total energy: -568.40813 hartree
E_LUMO: -0.266 eV
Kohn-Sham gap: 8.40 eV